[1]
{"formula": "C5H12N2", "method": "ωB97M-V with the def2-TZVPD basis set", "elements": ["C", "N", "C", "C", "C", "N", "C", "H", "H", "H", "H", "H", "H", "H", "H", "H", "H", "H", "H"], "positions_angstrom": [[0.159, 1.872, -0.590], [-0.426, 0.706, -0.623], [-1.490, 0.160, -1.500], [-0.195, -0.206, 0.710], [-1.329, -0.845, 1.318], [1.021, -0.560, 0.848], [2.245, -0.459, 0.029], [-0.110, 2.680, -1.247], [0.788, 2.133, 0.186], [-0.885, -0.646, -1.911], [-1.752, 0.964, -2.238], [-2.400, -0.197, -0.843], [-2.220, -0.209, 1.269], [-1.112, -0.979, 2.434], [-1.381, -1.936, 1.110], [1.219, -1.157, 1.648], [2.836, -1.345, 0.004], [2.936, 0.234, 0.395], [2.096, -0.210, -0.998]], "atomic_forces_ev_per_a": [[-2.7, -1.7, -1.1], [0.5, 0.8, 4.3], [-0.5, 0.5, 0.5], [1.2, 0.5, -4.4], [-0.3, -0.1, 3.1], [1.0, -0.5, 0.4], [-0.2, 0.3, -0.9], [-0.1, -0.1, -0.8], [1.5, 0.1, 1.6], [-1.0, -0.5, -0.8], [0.1, -1.0, 0.6], [1.9, 0.8, -1.6], [-0.1, -0.7, -0.1], [-0.2, 0.6, -1.0], [-0.4, 0.7, -0.8], [-0.3, -0.1, 0.4], [-0.3, -1.3, 0.5], [0.7, 1.5, 1.1], [-0.8, 0.2, -0.6]], "smiles": "C=[N+](C)/C(C)=[NH+]\\C", "charge": 2, "orbital_gap_ev": 11.3, "lumo_ev": -10.0, "energy_ev": -8339.442, "fmax_ev_per_a": 4.62}


[2]
{"formula": "O2S2", "method": "ωB97M-V with the def2-TZVPD basis set", "elements": ["O", "O", "S", "S"], "positions_angstrom": [[1.548, 0.667, -0.041], [-1.542, 0.685, 0.041], [1.023, -0.663, 0.029], [-1.029, -0.689, -0.029]], "atomic_forces_ev_per_a": [[0.7, 2.0, 0.0], [-0.1, -0.1, -0.1], [-1.4, -2.2, -0.1], [0.9, 0.2, 0.2]], "orbital_gap_ev": [8.0, 8.1], "lumo_ev": [-1.7, -1.7], "energy_ev": -25763.370, "fmax_ev_per_a": 2.61}


[3]
{"formula": "C29H38NO2Si", "method": "ωB97M-V with the def2-TZVPD basis set", "elements": ["C", "O", "C", "C", "C", "C", "C", "C", "C", "C", "H", "H", "H", "H", "H", "H", "H", "H", "H", "H", "H", "C", "Si", "C", "C", "O", "C", "C", "C", "C", "C", "C", "C", "C", "C", "C", "C", "C", "C", "C", "C", "C", "C", "N", "H", "H", "H", "H", "H", "H", "H", "H", "H", "H", "H", "H", "H", "H", "H", "H", "H", "H", "H", "H", "H", "H", "H", "H", "H", "H", "H"], "positions_angstrom": [[-2.721, -3.023, 1.903], [-2.358, -3.893, 0.858], [-2.033, -3.236, -0.281], [-1.653, -3.935, -1.434], [-1.280, -3.302, -2.644], [-0.927, -4.055, -3.738], [-0.929, -5.450, -3.690], [-0.551, -6.257, -4.883], [-1.294, -6.078, -2.500], [-1.647, -5.343, -1.397], [-2.992, -3.616, 2.777], [-1.881, -2.376, 2.153], [-3.574, -2.417, 1.600], [-2.082, -2.157, -0.292], [-1.276, -2.228, -2.704], [-0.643, -3.572, -4.657], [-0.619, -7.326, -4.675], [-1.211, -6.041, -5.723], [0.474, -6.044, -5.186], [-1.301, -7.152, -2.451], [-1.935, -5.833, -0.482], [3.051, 4.648, 0.064], [1.575, 3.625, -0.474], [0.053, 4.562, 0.084], [1.568, 3.675, -2.338], [1.662, 2.020, 0.107], [0.643, 1.384, 0.913], [0.552, 2.079, 2.271], [1.513, 3.009, 2.617], [1.412, 3.748, 3.774], [0.356, 3.529, 4.631], [-0.559, 2.535, 4.349], [-0.450, 1.801, 3.187], [-0.674, 1.447, 0.138], [-1.807, 2.100, 0.602], [-2.954, 2.162, -0.157], [-2.985, 1.575, -1.403], [-1.867, 0.927, -1.884], [-0.724, 0.870, -1.117], [1.024, -0.105, 1.180], [2.332, -0.282, 1.967], [2.832, -1.671, 1.556], [2.364, -1.806, 0.106], [1.169, -0.945, -0.046], [2.974, 5.646, -0.361], [3.102, 4.755, 1.143], [3.966, 4.180, -0.288], [0.151, 5.616, -0.156], [-0.825, 4.183, -0.425], [-0.089, 4.470, 1.155], [1.473, 4.705, -2.671], [2.497, 3.263, -2.718], [0.732, 3.100, -2.721], [2.354, 3.135, 1.963], [2.167, 4.481, 4.006], [0.260, 4.116, 5.528], [-1.351, 2.317, 5.046], [-1.159, 1.018, 2.975], [-1.807, 2.584, 1.560], [-3.821, 2.675, 0.229], [-3.885, 1.618, -1.993], [-1.886, 0.459, -2.854], [0.148, 0.363, -1.488], [0.211, -0.527, 1.786], [3.042, 0.486, 1.648], [2.195, -0.173, 3.049], [3.916, -1.787, 1.663], [2.363, -2.442, 2.176], [3.133, -1.430, -0.575], [2.157, -2.843, -0.181], [0.332, -1.519, -0.177]], "atomic_forces_ev_per_a": [[-0.5, 1.0, 1.5], [1.1, 1.2, -3.7], [-0.3, -2.0, 1.3], [-0.1, -0.3, 0.4], [0.0, 0.1, 0.0], [-0.1, 0.4, 0.2], [0.0, -0.1, 0.0], [0.0, -0.4, 0.0], [-0.1, 0.0, 0.4], [0.0, -0.5, 0.0], [0.1, -0.1, -0.3], [0.0, 0.0, 0.1], [0.0, 0.0, 0.1], [-0.1, 0.4, 0.3], [0.0, 0.3, 0.0], [0.0, 0.2, -0.1], [0.0, 0.1, 0.0], [0.0, 0.1, 0.0], [0.0, 0.1, -0.1], [0.0, -0.2, 0.0], [0.0, -0.2, 0.1], [-0.1, -0.6, 0.1], [-0.1, 0.4, -0.1], [0.1, -0.4, 0.0], [0.1, -0.4, 0.4], [-0.5, 0.1, 0.1], [0.4, 0.2, -0.2], [0.2, -0.3, -0.2], [0.2, -0.2, -0.1], [0.2, 0.0, 0.1], [0.0, 0.2, 0.3], [-0.1, -0.2, 0.2], [0.1, -0.2, -0.1], [0.0, 0.1, 0.5], [0.1, -0.1, 0.2], [-0.2, 0.0, 0.0], [-0.5, 0.0, -0.2], [-0.1, -0.1, -0.1], [0.2, -0.2, -0.4], [0.1, -0.2, -0.2], [0.2, 0.1, -0.2], [-0.1, -0.1, 0.2], [0.2, 0.2, -0.2], [-0.1, -0.4, 0.5], [0.0, 0.1, -0.2], [0.1, 0.1, 0.1], [0.3, 0.1, 0.0], [0.2, 0.2, -0.1], [-0.2, 0.1, -0.1], [-0.2, 0.1, 0.2], [0.0, 0.1, 0.0], [0.1, -0.1, -0.3], [-0.1, -0.1, -0.2], [0.1, 0.1, 0.0], [0.1, 0.1, 0.1], [0.0, 0.1, 0.2], [-0.2, 0.0, 0.1], [-0.2, -0.1, 0.0], [0.0, 0.2, 0.1], [-0.1, 0.1, 0.0], [-0.2, 0.0, -0.2], [0.0, 0.0, -0.3], [0.2, 0.1, -0.1], [-0.1, 0.2, 0.1], [0.0, 0.0, 0.0], [-0.1, 0.0, -0.3], [-0.2, 0.1, 0.0], [0.0, 0.1, 0.0], [0.0, -0.1, 0.0], [0.0, 0.2, 0.0], [0.5, 0.3, 0.1]], "charge": 1, "orbital_gap_ev": 5.4, "lumo_ev": -5.6, "energy_ev": -44146.826, "fmax_ev_per_a": 4.02}


[4]
{"formula": "C9H13NOSn", "method": "ωB97M-V with the def2-TZVPD basis set", "elements": ["C", "C", "C", "C", "C", "Sn", "C", "C", "C", "N", "H", "H", "H", "H", "H", "H", "H", "H", "H", "H", "C", "O", "H", "H", "H"], "positions_angstrom": [[-0.771, 2.456, 0.814], [-0.542, 1.572, 1.857], [-1.213, 0.349, 1.614], [-2.020, 0.530, 0.456], [-1.650, 1.792, -0.307], [0.072, -0.314, -0.625], [2.667, -0.041, 0.451], [3.612, 0.658, -0.198], [3.741, 1.691, -1.017], [-1.168, 1.175, -1.610], [-1.177, -0.555, 2.234], [0.043, 1.765, 2.758], [-2.840, -0.111, 0.141], [-2.378, 2.497, -0.661], [-0.548, 3.503, 0.846], [2.039, 0.527, 1.133], [-0.633, 1.698, -2.299], [2.590, -1.119, 0.445], [4.451, 2.514, -0.868], [3.118, 1.779, -1.900], [-1.113, -3.363, -0.425], [-0.296, -2.251, -0.758], [-0.540, -4.009, 0.241], [-1.269, -3.878, -1.370], [-2.058, -3.069, 0.034]], "atomic_forces_ev_per_a": [[0.3, -1.7, 0.7], [0.8, 2.8, -1.0], [-2.9, -0.6, -2.5], [0.0, -0.7, 2.3], [0.9, 0.1, 0.1], [1.2, 0.0, -1.2], [2.1, 0.1, -0.2], [-2.5, 0.9, -0.1], [1.1, 0.0, 0.7], [-0.1, -1.1, 1.0], [-0.2, 0.5, -0.3], [-0.2, 0.1, -0.4], [0.6, -0.2, -0.2], [-1.0, 0.3, 0.8], [0.5, 0.3, -0.2], [0.1, -0.2, -0.1], [-0.1, 0.7, 0.8], [0.3, -0.1, 0.4], [0.2, -0.7, -0.3], [-0.3, -0.1, 0.1], [0.8, 0.7, -0.7], [-0.6, -0.4, 0.2], [-0.2, -0.2, 0.2], [-0.5, -0.4, 0.1], [-0.1, -0.1, 0.0]], "orbital_gap_ev": 6.3, "lumo_ev": -0.7, "energy_ev": -18905.935, "fmax_ev_per_a": 3.91}


[5]
{"formula": "CH2OS2", "method": "ωB97M-V with the def2-TZVPD basis set", "elements": ["C", "S", "H", "H", "O", "S"], "positions_angstrom": [[0.320, 0.676, -1.306], [-0.531, 1.976, -1.711], [0.134, 0.126, -0.382], [1.121, 0.286, -1.937], [-0.072, -1.755, 3.224], [-0.973, -1.309, 2.112]], "atomic_forces_ev_per_a": [[-0.1, 0.1, 0.0], [0.2, -0.3, 0.1], [0.0, 0.1, -0.1], [-0.1, 0.1, 0.1], [-0.7, 0.3, -0.9], [0.6, -0.3, 0.9]], "smiles": "C=S.O=S", "orbital_gap_ev": 6.3, "lumo_ev": -2.6, "energy_ev": -24783.586, "fmax_ev_per_a": 1.13}


[6]
{"formula": "C24H20B2Cl3F4N10O2W", "method": "ωB97M-V with the def2-TZVPD basis set", "elements": ["W", "C", "C", "N", "N", "C", "B", "N", "C", "C", "C", "N", "N", "C", "C", "C", "N", "H", "H", "H", "H", "H", "H", "H", "H", "H", "H", "O", "C", "C", "C", "C", "C", "C", "C", "O", "N", "N", "C", "C", "C", "C", "C", "C", "N", "H", "H", "H", "H", "H", "H", "H", "H", "H", "H", "Cl", "C", "Cl", "Cl", "C", "N", "F", "B", "F", "F", "F"], "positions_angstrom": [[-0.919, 0.130, -0.438], [2.444, 2.478, -1.927], [1.769, 1.265, -1.834], [0.643, 1.447, -1.143], [0.580, 2.743, -0.776], [1.652, 3.385, -1.240], [-0.686, 3.064, 0.048], [-0.515, 2.428, 1.453], [-0.258, 2.843, 2.690], [-0.133, 1.731, 3.514], [-0.315, 0.644, 2.675], [-0.555, 1.079, 1.434], [-1.708, 2.105, -0.615], [-2.683, 2.628, -1.329], [-3.506, 1.975, -2.239], [-3.201, 0.648, -2.583], [-2.390, -0.018, -1.857], [3.368, 2.673, -2.442], [2.017, 0.295, -2.231], [1.781, 4.439, -1.058], [-0.970, 4.224, 0.085], [-0.174, 3.894, 2.910], [0.076, 1.718, 4.569], [-0.282, -0.412, 2.890], [-2.817, 3.703, -1.227], [-4.300, 2.504, -2.742], [-3.668, 0.149, -3.433], [1.299, -4.957, -0.003], [2.322, -4.105, 0.126], [3.603, -4.660, 0.199], [4.706, -3.849, 0.333], [4.576, -2.457, 0.396], [3.324, -1.900, 0.322], [2.179, -2.705, 0.192], [0.882, -2.062, 0.131], [0.821, -0.760, 0.185], [-0.223, -2.775, 0.065], [-1.285, -1.930, 0.095], [-2.458, -2.381, 0.345], [-3.436, -1.360, 0.661], [-4.719, -1.642, 1.090], [-5.511, -0.604, 1.555], [-4.978, 0.672, 1.600], [-3.691, 0.884, 1.131], [-2.937, -0.101, 0.647], [0.463, -4.458, -0.050], [3.693, -5.736, 0.145], [5.688, -4.299, 0.389], [5.451, -1.832, 0.502], [3.188, -0.828, 0.370], [-2.642, -3.442, 0.449], [-5.073, -2.663, 1.077], [-6.519, -0.794, 1.898], [-5.543, 1.507, 1.988], [-3.246, 1.867, 1.149], [6.035, 1.894, 2.291], [5.025, 2.195, 0.878], [5.153, 3.887, 0.372], [5.492, 1.124, -0.453], [3.628, 1.921, 1.233], [2.537, 1.709, 1.512], [-1.167, -1.079, -4.245], [-0.675, -1.971, -3.365], [-0.137, -0.841, -2.051], [0.509, -2.530, -3.623], [-1.586, -2.704, -2.690]], "atomic_forces_ev_per_a": [[0.0, 0.0, 0.0], [0.0, 0.0, 0.0], [0.0, 0.0, 0.0], [0.0, 0.0, 0.0], [0.0, 0.0, 0.0], [0.0, 0.0, 0.0], [0.0, 0.0, 0.0], [0.0, 0.0, 0.0], [0.0, 0.0, 0.0], [0.0, 0.0, 0.0], [0.0, 0.0, 0.0], [0.0, 0.0, 0.0], [0.0, 0.0, 0.0], [0.0, 0.0, 0.0], [0.0, 0.0, 0.0], [0.0, 0.0, 0.0], [0.0, 0.0, 0.0], [0.0, 0.0, 0.0], [0.0, 0.0, 0.0], [0.0, 0.0, 0.0], [0.0, 0.0, 0.0], [0.0, 0.0, 0.0], [0.0, 0.0, 0.0], [0.0, 0.0, 0.0], [0.0, 0.0, 0.0], [0.0, 0.0, 0.0], [0.0, 0.0, 0.0], [0.0, 0.0, 0.0], [0.0, 0.0, 0.0], [0.0, 0.0, 0.0], [0.0, 0.0, 0.0], [0.0, 0.0, 0.0], [0.0, 0.0, 0.0], [0.0, 0.0, 0.0], [0.0, 0.0, 0.0], [0.0, 0.0, 0.0], [0.0, 0.0, 0.0], [0.0, 0.0, 0.0], [0.0, 0.1, 0.0], [0.0, 0.0, 0.0], [0.0, 0.0, 0.0], [0.0, 0.0, 0.0], [0.0, 0.0, 0.0], [0.0, 0.0, 0.0], [0.0, 0.0, 0.0], [0.0, 0.0, 0.0], [0.0, 0.0, 0.0], [0.0, 0.0, 0.0], [0.0, 0.0, 0.0], [0.0, 0.0, 0.0], [0.0, 0.0, 0.0], [0.0, 0.0, 0.0], [0.0, 0.0, 0.0], [0.0, 0.0, 0.0], [0.0, 0.0, 0.0], [0.0, 0.0, 0.0], [0.0, 0.0, 0.0], [0.0, 0.0, 0.0], [0.0, 0.0, 0.0], [0.0, 0.0, 0.0], [0.0, 0.0, 0.0], [0.0, 0.0, 0.0], [0.0, 0.0, -0.1], [0.0, 0.0, 0.0], [0.0, 0.0, 0.0], [0.0, 0.0, 0.0]], "charge": 1, "orbital_gap_ev": [6.8, 5.8], "lumo_ev": [-4.0, -5.0], "spin_multiplicity": 3, "energy_ev": -95826.347, "fmax_ev_per_a": 0.08}